(1)
Formula: C25H23N5O4
Source: the Open Molecules 2025 dataset
Level of theory: wB97M-V/def2-TZVPD

```
57
Properties=species:S:1:pos:R:3:forces:R:3
O 1.501 -2.859 3.050 1.6816 0.6028 -0.7289
O 1.944 3.459 1.600 -0.8118 -1.8545 0.1239
O 3.757 -2.795 2.664 -0.4472 -0.3751 -1.2792
O 0.220 2.166 2.025 2.0266 0.1973 -0.5542
N 6.904 0.385 2.342 -2.9136 -0.1969 -1.2481
N 1.426 2.328 1.729 -1.0676 2.6025 0.5439
N 4.728 -2.014 1.931 -3.4596 -0.0448 0.3704
N -0.504 -0.699 1.057 -1.6008 -1.2571 -0.1819
N 2.440 -2.319 2.470 1.1616 0.6085 0.0756
C -0.601 -2.194 0.749 1.2970 1.2108 0.0058
C -0.195 1.683 -3.984 -0.5987 -0.5554 0.8079
C 3.944 -1.045 1.416 1.4982 -0.2090 1.4712
C -2.015 2.254 -2.454 -0.2929 0.6188 -0.0810
C -1.960 -2.751 1.122 -0.7699 -0.3441 0.4011
C 3.647 1.370 1.370 0.8911 -1.0447 -0.1774
C 0.734 0.733 -4.466 0.3422 -0.9276 0.1690
C -0.947 -0.018 -2.323 0.2369 -0.6645 -0.2753
C 1.711 -0.080 1.923 2.1822 2.0390 -0.3432
C -1.317 3.833 -4.153 0.5974 -0.3102 -0.2257
C 5.823 0.321 1.880 3.9573 1.0460 0.9108
C 2.244 1.196 1.525 0.0589 -2.1598 0.2174
C -3.025 -0.481 0.943 -0.5606 0.0764 0.4251
C 0.790 -0.555 -3.948 -0.0169 0.6356 -0.4322
C -0.342 2.955 -4.581 -0.3096 0.1963 0.1233
C -2.154 3.484 -3.081 0.0222 -0.7524 0.4229
C -2.849 -1.707 1.835 0.8023 0.5782 0.5392
C -1.056 1.309 -2.882 0.6554 -0.1639 -0.4224
C 4.509 0.271 1.373 -1.5652 0.7329 -0.7002
C -1.898 -0.489 -1.228 0.0912 -0.0287 -0.4848
C -0.094 -0.944 -2.918 -0.3516 0.7859 0.6241
C 2.554 -1.181 1.672 0.0419 -1.3325 1.5418
C -0.753 -0.578 2.540 -0.1070 -0.2432 -0.1900
C -1.702 -0.079 0.265 0.4485 0.3816 -0.0666
C -2.054 -1.168 3.048 -0.5695 -0.5940 0.1257
H -0.356 -2.323 -0.313 -0.1157 0.0194 0.3360
H -2.919 4.179 -2.749 0.0879 -0.1005 0.0042
H -2.034 -1.589 -1.292 0.1686 0.6186 -0.0491
H -0.016 -1.192 3.070 -0.0801 0.4302 -0.5477
H -3.825 -0.660 0.221 0.2069 0.0310 -0.1802
H 4.094 2.356 1.470 -0.3887 -0.0872 -0.0954
H 0.321 3.201 -5.406 -0.1275 0.0795 0.0757
H -0.111 -1.981 -2.564 0.1276 0.4213 -0.1260
H 0.182 -2.710 1.320 -0.2799 0.3090 -0.2179
H -2.887 -0.079 -1.523 0.4453 -0.2113 0.4305
H -3.802 -2.140 2.157 0.1634 0.0790 -0.2112
H 1.398 1.025 -5.279 -0.0882 -0.0867 0.1560
H -1.587 1.022 0.287 0.1647 -0.5721 0.1891
H -2.463 -3.157 0.247 -0.1953 0.0399 -0.1442
H -3.360 0.365 1.545 -0.1678 -0.0554 0.1919
H -2.583 -0.391 3.627 -0.2008 -0.5151 -0.2931
H -2.681 2.000 -1.630 0.1466 0.1390 -0.1740
H -1.808 -3.592 1.794 -0.1044 -0.1606 0.1147
H 1.336 -0.109 2.941 -1.2884 0.1327 -0.8802
H -1.424 4.793 -4.640 -0.0273 -0.0127 0.0318
H 1.501 -1.289 -4.337 -0.2518 0.3337 0.0098
H -0.615 0.469 2.812 -0.2380 -0.3217 -0.0261
H -1.770 -1.989 3.730 -0.5070 0.2360 -0.1028
```
Forces are in eV/Å.

## Properties
HOMO energy (hartree): -0.30454
SMILES: N#Cc1cc([N+](=O)[O-])cc2c1no[n+]2[O-].c1ccc2c(C[C@H]3CC4CCN3CC4)cccc2c1
Kohn-Sham gap (eV): 6.097

(2)
Formula: C40H54BrF4N9SSiSr
Source: the Open Molecules 2025 dataset
Level of theory: wB97M-V/def2-TZVPD

```
111
Properties=species:S:1:pos:R:3:forces:R:3
Sr -1.780 -0.102 -0.623 -0.2479 -0.4807 -1.8933
Br 2.232 0.135 -0.116 -0.0756 0.0508 0.1512
S -2.959 0.132 -3.475 0.7950 0.5449 -0.2918
Si 4.415 0.200 0.595 0.0514 0.0314 -0.1686
F -5.979 1.763 1.046 0.1009 -0.2276 0.1152
F -4.213 0.496 -0.511 -0.5758 -0.1330 0.1565
F -4.154 -3.144 2.614 -0.0782 0.2901 -0.1649
F -5.830 -1.788 4.142 0.1195 -0.0516 -0.2005
N -3.165 1.533 4.892 -0.3271 0.0922 0.1270
N -3.285 -1.932 0.031 0.0733 -0.5560 -0.4060
N -4.320 -2.029 -2.940 -0.0353 0.1469 0.0529
N -1.125 -0.312 1.535 0.7944 -0.1566 2.2824
N -0.883 -2.840 -1.312 0.0151 0.1052 -0.1568
N -0.693 1.845 -1.830 0.3241 0.3873 0.2028
N -5.536 -0.073 -3.046 0.0178 -0.0281 0.0221
N 1.286 1.166 4.882 0.1547 0.0176 0.1686
N -2.339 2.309 0.364 0.2467 -0.0863 -0.3631
C -4.582 -1.932 2.162 0.1014 -0.0069 0.1605
C -1.931 3.312 -0.407 -0.0838 0.8270 0.4558
C -0.990 0.750 3.824 -0.1333 0.1056 0.2921
C 5.355 0.239 -1.125 -0.1375 -0.0299 0.1993
C 5.846 1.901 2.403 -0.0326 -0.2376 -0.1262
C -2.455 4.918 1.297 -0.0842 -0.2209 0.0145
C -1.381 2.979 -1.733 -0.0142 0.4464 -0.4980
C 4.736 1.238 -2.110 -0.0796 0.0259 0.2069
C 6.160 -1.798 1.705 -0.0655 0.1936 -0.1705
C 4.142 -1.288 3.057 -0.0089 0.2077 -0.1549
C -5.535 0.550 1.453 -0.2298 0.1072 0.0309
C -0.541 -3.034 -2.716 0.0456 -0.0422 -0.0722
C -2.828 2.585 1.561 -0.1925 0.1022 0.4152
C 3.358 1.963 2.602 0.0179 -0.2507 -0.0845
C -1.059 0.171 2.593 0.0735 -0.6982 -1.0998
C -5.452 -1.237 2.976 -0.2228 0.1665 -0.0324
C -4.361 -0.703 -3.103 -0.3667 -0.3527 -0.2897
C 0.247 0.982 4.418 0.7433 0.0852 0.2584
C -0.980 3.485 -4.034 0.0757 -0.0819 0.1440
C -5.448 -2.820 -2.496 -0.3780 -0.1402 0.0516
C -0.223 2.328 -4.112 -0.0403 -0.0491 0.0226
C -4.648 -0.118 0.647 0.0861 0.0901 0.1559
C 4.672 -1.438 1.627 -0.1047 0.1275 -0.1134
C -4.105 -1.401 0.924 -0.6128 -0.0830 0.4755
C 0.290 -3.071 -0.481 -0.0124 0.0445 0.0719
C 6.829 0.610 -0.941 -0.1405 -0.0063 0.1778
C -2.910 3.870 2.078 0.0702 0.0222 -0.1235
C 4.530 1.838 1.625 -0.1319 -0.1045 -0.2065
C -2.781 -3.266 0.264 0.0500 -0.0086 -0.0469
C -5.979 0.005 2.645 0.2391 0.0054 -0.1733
C -1.557 3.828 -2.825 0.0575 -0.1496 0.0954
C 4.460 3.065 0.711 0.0609 -0.2212 -0.1397
C -0.115 1.541 -2.977 0.2533 0.0827 -0.5336
C 5.271 -1.135 -1.796 -0.0543 0.0403 0.2606
C -2.176 1.161 4.433 -0.4677 0.2216 0.2881
C -6.772 -0.720 -2.656 -0.3038 -0.3640 0.1606
C -1.970 4.637 0.030 -0.0097 -0.1931 -0.1224
C -6.459 -1.931 -1.779 0.1675 0.0140 -0.1643
C 3.913 -2.620 1.014 -0.0017 0.1449 -0.1415
C -1.953 -3.756 -0.927 -0.5307 0.1177 0.4805
H -2.472 5.932 1.668 -0.0004 0.0571 -0.0035
H -6.650 0.528 3.304 -0.0357 0.0501 0.0486
H 0.653 -4.106 -0.559 0.0013 -0.0365 -0.0092
H 4.275 -2.228 3.593 0.0348 -0.1593 0.0095
H -2.160 -3.302 1.168 -0.0299 -0.1665 0.0260
H 0.467 0.627 -2.984 0.0290 -0.0963 -0.1121
H -1.116 4.117 -4.897 -0.0114 0.0486 -0.1210
H -7.386 -0.003 -2.105 0.0563 -0.0387 -0.1115
H -1.308 -2.603 -3.361 -0.0093 -0.0016 -0.0369
H -1.542 -4.744 -0.658 -0.0019 0.0192 -0.2331
H 5.917 1.099 3.132 0.0899 -0.0860 0.1256
H 6.736 -1.003 2.173 0.1624 0.0804 0.0591
H 5.349 3.156 0.092 0.0650 0.0735 -0.1364
H 4.678 -0.524 3.611 -0.0386 0.1003 0.1265
H 7.337 0.599 -1.905 0.0582 -0.0264 -0.1494
H -5.913 -3.308 -3.364 0.0418 0.0035 0.1734
H 0.047 -2.859 0.557 0.0493 0.0002 0.1500
H 6.934 1.609 -0.527 0.0863 0.1255 0.0616
H 4.287 -2.886 0.030 -0.0249 -0.0573 -0.1413
H 7.340 -0.091 -0.287 0.1611 -0.0594 0.1082
H -3.609 -3.979 0.394 0.2323 -0.0993 0.1172
H 5.798 -1.894 -1.225 0.0015 -0.1712 0.0135
H -7.320 -1.040 -3.552 -0.0380 0.0820 0.1259
H 5.214 1.126 -3.083 0.1509 -0.0392 -0.1188
H 6.292 -2.701 2.301 -0.0297 -0.0956 0.1058
H -3.391 -2.412 -2.838 -0.2180 0.1594 -0.0466
H 4.020 -3.491 1.660 0.1012 -0.1074 0.1043
H 3.673 1.058 -2.245 -0.0894 0.0441 -0.0470
H -5.514 0.926 -3.178 0.1171 -0.1427 0.0365
H 6.576 -1.994 0.720 0.1254 -0.0248 -0.0596
H 2.407 2.001 2.074 -0.0921 -0.0248 0.0075
H 4.390 3.964 1.323 0.0121 0.1023 0.1185
H -7.365 -2.496 -1.568 -0.0377 0.0335 -0.0390
H 0.400 -2.528 -2.928 0.0327 0.0594 -0.0858
H 0.245 2.025 -5.035 0.0795 -0.0331 -0.0545
H 6.705 1.842 1.738 0.1728 0.0014 -0.0069
H 2.851 -2.402 0.938 -0.1048 -0.0294 -0.0377
H -6.032 -1.602 -0.831 -0.0336 0.0192 -0.0116
H 1.079 -2.397 -0.795 0.1930 0.0592 0.0636
H 3.080 -1.054 3.062 -0.1083 0.0805 0.0974
H 3.579 3.032 0.072 -0.0665 0.0497 -0.1121
H -0.423 -4.096 -2.971 0.0748 -0.0100 0.0171
H -2.620 -3.901 -1.781 0.0460 -0.0171 -0.0338
H -1.599 5.431 -0.599 0.0545 0.0411 -0.0839
H 4.877 2.265 -1.792 -0.0483 0.1413 -0.0009
H 5.903 2.842 2.946 0.0046 0.1612 0.0736
H 3.312 1.155 3.321 -0.0665 -0.0153 0.0834
H 4.232 -1.436 -1.920 -0.0935 -0.1461 -0.0382
H 3.453 2.890 3.165 0.0717 0.1553 0.0929
H -5.076 -3.591 -1.819 -0.0269 0.0128 -0.0354
H -3.170 1.738 2.137 -0.0628 0.0329 0.1069
H 5.727 -1.095 -2.785 0.0774 0.0639 -0.1286
H -3.301 4.031 3.070 -0.0427 -0.0709 0.1161
H -2.154 4.724 -2.738 -0.0272 0.0136 0.0675
```
Forces are in eV/Å.

## Properties
HOMO energy (hartree): -0.25369
Kohn-Sham gap (eV): 6.667

(3)
Formula: C3H8S
Source: the Open Molecules 2025 dataset
Level of theory: wB97M-V/def2-TZVPD

```
12
Properties=species:S:1:pos:R:3:forces:R:3
S 2.998 0.339 0.028 1.3660 0.4220 0.3227
C -0.292 0.588 -0.430 -0.7311 -1.6616 2.9962
C 0.664 -0.362 0.358 -1.2758 -0.9354 -0.1379
C -1.753 -0.163 -0.355 1.3578 1.8825 -2.8849
H 0.628 -0.557 1.454 -0.4268 1.0176 -0.6827
H 0.878 -1.351 -0.061 -0.0604 0.2944 -0.5008
H -0.205 1.532 0.136 -0.7676 -0.1352 -0.3458
H -2.667 0.429 -0.624 0.9519 -0.1334 0.4983
H -1.722 -0.482 0.631 -0.8070 -0.9874 1.7063
H 0.038 0.781 -1.412 0.4097 -0.0246 -1.2357
H 3.155 0.230 1.377 -0.1052 0.0128 -0.5575
H -1.723 -0.985 -1.103 0.0883 0.2481 0.8218
```
Forces are in eV/Å.

## Properties
HOMO energy (alpha / beta) (hartree): -0.23307 / -0.35899
<S²>: 2.007
Kohn-Sham gap (alpha / beta) (eV): 7.230 / 7.205
2S+1: 3

(4)
Formula: C3H6N2S
Source: the Open Molecules 2025 dataset
Level of theory: wB97M-V/def2-TZVPD

```
12
Properties=species:S:1:pos:R:3:forces:R:3
S 1.250 -1.854 2.155 -0.3753 0.3100 -0.0423
N 0.025 0.230 0.274 0.7553 0.0605 0.5953
N 0.613 -2.033 0.621 0.6518 -1.1930 -0.0498
C -1.093 0.863 -0.352 -1.0548 1.3284 0.1223
C 0.182 -1.123 -0.112 -0.2500 0.7235 0.1356
C 0.294 1.195 -0.812 -0.8053 -0.7124 -0.0032
H 0.904 -0.566 2.334 0.1577 0.1231 0.2513
H -1.699 1.588 0.256 0.8533 -0.7975 -0.5019
H 0.809 2.099 -0.508 -0.1575 -0.1044 -0.0929
H -1.723 0.219 -0.969 0.2128 0.2391 -0.1507
H -0.124 -1.356 -1.124 -0.1710 -0.2767 -0.3619
H 0.562 0.737 -1.763 0.1831 0.2995 0.0980
```
Forces are in eV/Å.

## Properties
HOMO energy (hartree): -0.32351
SMILES: S/N=C\N1CC1
Kohn-Sham gap (eV): 9.813